The following is a quantum chemistry calculation of the molecule C5H7NS at a distorted geometry, from OMol25.

The calculation puts the total energy at -647.5782 Eh. As for the SMILES: CC1=N[C@@H]2C[C@@H]2S1. The value obtained for the HOMO-LUMO gap is 0.3476 hartree. The value obtained for the largest force on an atom is 3.302 eV Å⁻¹. The HOMO energy comes out at -0.32172 Eh.

```
! wB97M-V def2-TZVPD RIJCOSX def2/J DEFGRID3
* xyz 0 1
C 2.47 0.42 0.07
C 0.98 0.04 -0.01
N 0.16 0.77 -0.71
C -1.17 0.34 -0.68
C -1.97 0.17 0.58
C -1.42 -1.04 -0.12
S 0.44 -1.38 0.84
H 2.54 1.52 0.19
H 2.91 0.15 -0.86
H 3.09 -0.06 0.80
H -1.68 0.42 -1.73
H -1.48 0.21 1.50
H -3.00 0.45 0.57
H -1.85 -2.01 -0.42
*
```